# C49H42NO16P

8 unconnected molecules or ions with the total composition C49H42NO16P in a non-equilibrium geometry (wB97M-V/def2-TZVPD, the OMol25 dataset).

The geometry in ORCA input format:
```
! wB97M-V def2-TZVPD RIJCOSX def2/J DEFGRID3
* xyz 0 1
P -2.29 1.53 1.88
O -11.32 0.22 1.39
O 0.95 -1.08 0.41
O 7.81 -1.69 -0.57
O -1.60 -4.02 -3.57
O -11.96 4.15 6.50
O 10.51 -3.32 -1.63
O -13.35 9.22 5.95
O 3.87 -4.21 -3.06
O 15.12 -2.20 -3.00
O -10.20 -4.86 -2.35
O -9.03 4.29 3.88
O -7.88 -0.81 0.15
O 18.86 1.48 -3.72
O 14.07 -0.73 1.31
O 1.17 1.11 0.01
O 2.05 -0.20 -4.01
N -3.16 1.26 0.47
C 2.62 0.11 1.64
C 5.87 -4.38 -1.82
C 5.82 -1.51 -1.81
C 1.21 -1.08 -3.91
C -10.79 1.15 1.96
C 16.36 -0.91 -4.52
C 1.49 -0.04 0.65
C 6.86 -3.74 -1.20
C 17.61 0.19 -2.20
C -5.36 1.21 -0.50
C 4.83 -2.15 -2.43
C -8.36 -3.40 -2.22
C 15.98 -1.36 -3.16
C 0.56 -1.66 -5.11
C 13.66 -2.40 -0.29
C 6.91 -2.26 -1.14
C 17.30 0.01 -4.71
C -12.28 5.31 6.38
C 10.91 -1.64 -0.02
C -0.77 -3.14 -3.66
C 12.77 -3.05 -1.03
C 16.68 -0.73 -2.01
C -8.90 2.70 2.14
C 13.25 -1.32 0.64
C -0.11 -2.56 -2.47
C -10.31 -3.28 -0.60
C -0.24 1.41 -0.07
C -9.48 1.68 1.52
C -0.73 2.18 1.16
C -9.73 -2.26 0.03
C -7.78 -2.38 -1.59
C -13.87 7.11 6.85
C 18.00 0.64 -3.56
C -11.78 7.53 5.47
C 0.80 -1.60 -2.58
C 11.33 -2.73 -0.95
C -9.67 -3.93 -1.78
C -0.36 -2.62 -4.99
C 4.78 -3.63 -2.49
C 11.81 -0.99 0.72
C -13.03 8.06 6.08
C -9.55 3.35 3.32
C -13.52 5.84 6.99
C -4.22 0.59 0.27
C -10.86 2.81 3.77
C -4.39 -0.83 0.73
C -11.44 1.80 3.14
C -8.42 -1.74 -0.42
C -11.43 6.26 5.61
H 1.28 -1.17 -1.72
H -7.95 3.11 1.84
H 15.83 -1.38 -5.35
H 5.82 -5.46 -1.88
H 13.05 -3.84 -1.72
H -9.03 1.19 0.66
H -5.45 -1.09 0.83
H -1.75 0.26 2.25
H -6.07 0.46 -0.82
H 16.38 -1.06 -1.02
H -0.35 2.03 -0.96
H 4.02 -1.62 -2.93
H -10.52 5.84 5.18
H 0.02 2.08 1.95
H -4.96 1.74 -1.36
H 3.45 -0.51 1.30
H -12.39 1.39 3.44
H -0.84 -3.07 -5.85
H -0.87 3.24 0.94
H 2.28 -0.28 2.60
H -0.81 0.50 -0.24
H -7.91 -3.89 -3.08
H -3.97 -1.49 -0.03
H -11.18 8.24 4.91
H -5.88 1.90 0.17
H -10.18 -1.77 0.88
H -11.27 -3.68 -0.30
H -14.78 7.52 7.28
H 11.54 -0.20 1.40
H -3.89 -1.02 1.68
H 0.88 -1.27 -6.06
H 7.68 -4.26 -0.71
H 17.60 0.35 -5.69
H 18.14 0.66 -1.37
H 5.87 -0.43 -1.76
H -6.82 -1.98 -1.90
H 2.95 1.14 1.73
H -14.12 5.13 7.55
H -0.42 -2.95 -1.51
H 9.85 -1.42 0.02
H 14.72 -2.62 -0.33
H -11.29 3.31 4.63
*
```

* highest occupied orbital energy: -0.3111 Ha
* orbital gap: 6.78 eV
* DFT total energy: -95024.3053 eV
* SMILES: CC(=O)OCCPN=C(C)C.O=C1C=CC(=O)C=C1.O=C1C=CC(=O)C=C1.O=C1C=CC(=O)C=C1.O=C1C=CC(=O)C=C1.O=C1C=CC(=O)C=C1.O=C1C=CC(=O)C=C1.O=C1C=CC(=O)C=C1